No. 1
Entry from OMol25: C22H29BrCl57GaOPS as an isolated structure at a distorted geometry (the ωB97M-V functional and the def2-TZVPD basis).

E_HOMO (eV): -4.1
Energy relative to the best compared isomer or geometry (same formula, charge and spin) (kcal/mol): 83.1
Molar mass (u): 2543.0
Max |F| (eV Å⁻¹): 2.80
Net charge: -1
HOMO-LUMO gap (eV): 5.2
E (eV): -881650.5186

Positions of all 113 atoms, in Å:
C  3.77  -2.10  -3.04
C  4.82  -1.12  -3.82
S  5.30  0.44  -2.90
C  3.70  1.15  -2.20
Ga  2.16  1.11  -3.63
P  0.13  0.42  -2.59
O  0.14  -1.32  -2.63
Br  -1.60  1.22  -3.86
H  3.09  -2.67  -3.81
H  4.43  -2.85  -2.38
H  3.05  -1.56  -2.28
H  5.83  -1.75  -3.99
H  4.44  -0.84  -4.90
H  3.40  0.52  -1.23
H  3.80  2.27  -1.84
H  2.43  0.00  -4.78
H  2.04  2.57  -4.30
H  0.03  -1.66  -1.69
C  5.67  3.10  -5.83
Cl  7.09  4.16  -5.74
Cl  4.29  3.95  -6.54
Cl  6.05  1.63  -6.75
H  5.40  2.80  -4.81
C  0.86  2.45  0.99
Cl  2.39  2.94  0.26
Cl  -0.34  2.09  -0.26
Cl  1.10  1.04  2.04
H  0.49  3.27  1.60
C  -2.80  1.72  4.03
Cl  -1.79  1.89  5.48
Cl  -2.01  2.46  2.63
Cl  -3.14  0.01  3.72
H  -3.75  2.23  4.21
C  9.04  -2.74  -4.87
Cl  9.73  -3.54  -6.29
Cl  7.91  -1.46  -5.36
Cl  8.22  -3.92  -3.83
H  9.85  -2.28  -4.30
C  -2.76  -3.49  2.55
Cl  -4.40  -3.99  2.13
Cl  -1.82  -4.86  3.17
Cl  -1.95  -2.77  1.15
H  -2.82  -2.73  3.34
C  -4.71  1.97  -0.31
Cl  -3.89  3.27  -1.20
Cl  -3.84  0.44  -0.50
Cl  -4.85  2.39  1.41
H  -5.72  1.86  -0.71
C  -3.88  -1.77  7.16
Cl  -3.00  -2.62  5.87
Cl  -2.75  -0.99  8.28
Cl  -4.99  -0.57  6.47
H  -4.46  -2.50  7.72
C  -2.35  6.72  -1.66
Cl  -0.93  7.78  -1.58
Cl  -3.72  7.57  -2.38
Cl  -1.97  5.26  -2.59
H  -2.61  6.42  -0.65
C  -0.17  -3.88  10.42
Cl  -1.65  -4.11  11.36
Cl  -0.54  -3.18  8.83
Cl  0.97  -2.84  11.30
H  0.30  -4.85  10.27
C  3.58  7.91  -5.37
Cl  3.51  8.74  -6.93
Cl  4.86  6.69  -5.38
Cl  3.84  9.08  -4.06
H  2.63  7.41  -5.20
C  -4.12  -7.77  2.13
Cl  -4.38  -7.82  0.38
Cl  -5.39  -8.68  2.97
Cl  -2.52  -8.41  2.54
H  -4.17  -6.73  2.45
C  7.27  3.65  -10.38
Cl  8.88  3.83  -9.66
Cl  7.09  2.04  -11.09
Cl  6.01  3.94  -9.17
H  7.16  4.39  -11.17
C  -4.22  -7.75  6.59
Cl  -3.41  -6.46  5.69
Cl  -3.36  -9.29  6.39
Cl  -4.36  -7.33  8.30
H  -5.23  -7.87  6.18
C  11.23  -5.32  -1.33
Cl  9.75  -5.56  -0.39
Cl  10.86  -4.63  -2.91
Cl  12.37  -4.29  -0.45
H  11.70  -6.30  -1.48
C  -8.96  1.79  -0.20
Cl  -10.29  0.67  0.11
Cl  -8.09  2.16  1.30
Cl  -7.86  1.13  -1.42
H  -9.38  2.72  -0.59
C  -7.44  -1.13  -4.79
Cl  -8.93  -1.36  -3.85
Cl  -7.81  -0.43  -6.37
Cl  -6.31  -0.09  -3.91
H  -6.97  -2.10  -4.94
C  -2.64  -3.34  14.83
Cl  -1.64  -4.18  16.03
Cl  -4.22  -4.13  14.67
Cl  -2.83  -1.64  15.26
H  -2.13  -3.40  13.86
C  -11.40  5.14  -0.75
Cl  -9.80  5.32  -0.03
Cl  -11.59  3.53  -1.47
Cl  -12.67  5.43  0.46
H  -11.51  5.88  -1.55
C  7.27  4.17  -1.88
Cl  6.14  4.69  -3.15
Cl  6.48  3.05  -0.76
Cl  8.71  3.43  -2.60
H  7.58  5.06  -1.32

Here are the Löwdin charges for atoms 1 to 2, given in e:
1 C -0.19
2 C -0.61

***

No. 2
Entry from OMol25: C5H11N2 as an isolated structure at a distorted geometry (the ωB97M-V functional and the def2-TZVPD basis).

E_HOMO (eV): -13.5
Energy relative to the best compared isomer or geometry (same formula, charge and spin) (kcal/mol): 123.9
Molar mass (u): 99.2
Max |F| (eV Å⁻¹): 4.95
Net charge: +1
HOMO-LUMO gap (eV): 9.6
E (eV): -8331.7462

Positions of all 18 atoms, in Å:
C  0.34  0.98  -1.78
C  1.32  1.05  -0.88
C  -1.87  0.07  -0.82
C  -0.07  0.99  1.23
C  1.20  -1.36  0.60
N  -0.42  0.10  -0.96
N  0.46  0.33  0.10
H  0.14  1.23  -2.83
H  2.22  1.51  -0.41
H  -2.30  -0.55  -1.61
H  -2.23  -0.32  0.22
H  -2.28  1.12  -0.76
H  -0.69  0.22  1.70
H  0.81  1.31  1.84
H  -0.80  1.89  0.92
H  0.40  -1.77  1.05
H  1.69  -1.78  -0.20
H  1.95  -1.13  1.25

Here are the Löwdin charges for atoms 1 to 2, given in e:
1 C 0.02
2 C 0.01

***

Looking at LUMO for the records above, in order, we have 1.138 -3.834 eV.